Entry 1:
ORCA calculation (ωB97M-V/def2-TZVPD) on a molecular structure, C3H9N at a distorted geometry.

XYZ file:
```
13
Properties=species:S:1:pos:R:3
C 1.121 -0.913 -0.408
C 0.426 0.391 -0.777
C -1.082 0.577 1.092
H 2.186 -0.946 -0.731
H 1.121 -1.264 0.634
H 0.624 -1.752 -0.845
H 1.025 1.245 -0.371
H 0.397 0.357 -1.878
H -1.501 -0.144 -0.723
H -1.440 -0.586 1.548
H 0.046 0.949 1.562
H -2.033 1.521 1.272
N -0.889 0.565 -0.375
```

Values from the calculation:
- gap between HOMO and LUMO (eV) = 9.7
- total charge = 0

Mulliken population analysis, charges in e, atoms 1 to 5: -1.07 -0.49 -0.65 0.32 0.31


Entry 2:
ORCA calculation (ωB97M-V/def2-TZVPD) on a single C3H9N molecule.

XYZ file:
```
13
Properties=species:S:1:pos:R:3
C -0.216 -0.148 1.359
N -0.241 -0.346 -0.068
C 1.054 -0.687 -0.633
C -0.913 0.729 -0.746
H 0.272 -1.004 1.824
H 0.313 0.768 1.671
H -1.235 -0.057 1.735
H 1.046 -1.687 -1.059
H 1.846 -0.666 0.115
H 1.372 0.015 -1.411
H -0.894 0.591 -1.823
H -1.947 0.778 -0.400
H -0.456 1.715 -0.564
```

Values from the calculation:
- gap between HOMO and LUMO (eV) = 9.4
- total charge = 0
- structure (SMILES) = CN(C)C

Mulliken population analysis, charges in e, atoms 1 to 5: -1.02 -0.03 -0.94 -1.02 0.36


Entry 3:
ORCA calculation (ωB97M-V/def2-TZVPD) on a single C3H9N molecule at a distorted geometry.

XYZ file:
```
13
Properties=species:S:1:pos:R:3
C 1.099 1.329 0.454
C 0.445 0.236 -0.406
C -0.437 -0.716 0.362
N -1.320 -1.439 -0.575
H 2.021 1.598 -0.290
H 1.496 0.889 1.500
H 0.248 2.178 0.537
H 1.262 -0.387 -0.919
H -0.120 0.877 -1.180
H -0.991 -0.158 0.998
H 0.126 -1.420 0.892
H -1.837 -0.818 -1.193
H -1.991 -2.169 -0.182
```

Values from the calculation:
- gap between HOMO and LUMO (eV) = 10.2
- total charge = 0
- structure (SMILES) = CCCN

Mulliken population analysis, charges in e, atoms 1 to 5: -0.81 -0.41 -0.52 -0.59 0.25


Entry 4:
ORCA calculation (ωB97M-V/def2-TZVPD) on 2 unconnected molecules or ions with the total composition C3H9N at a distorted geometry.

XYZ file:
```
13
Properties=species:S:1:pos:R:3
C 0.850 -0.111 0.815
C 1.562 0.485 -0.157
N 1.539 1.792 -0.552
H -0.055 0.318 1.231
H 1.335 -0.876 1.407
H 2.230 -0.143 -0.743
H 0.800 2.411 -0.266
H 2.145 2.139 -1.272
C -2.078 -1.220 -0.065
H -1.749 -0.191 -0.171
H -1.723 -1.805 -0.911
H -1.694 -1.662 0.845
H -3.161 -1.137 -0.160
```

Values from the calculation:
- gap between HOMO and LUMO (eV) = 8.9
- total charge = 0
- structure (SMILES) = C=CN.C

Mulliken population analysis, charges in e, atoms 1 to 5: -0.96 0.20 -0.40 0.28 0.22


Result set for total energy: -4744.6019; -4746.3449; -4745.6788; -4745.7568 eV, one per record in the order listed.
Result set for energy relative to the best compared isomer or geometry (same formula, charge and spin): 2.507; 0.764; 1.430; 1.352 eV, one per record in the order listed.